C4H10N2O2 | wB97M-V/def2-TZVPD

The value obtained for the gap between HOMO and LUMO is 9.785 eV. As for the net charge: 0. Its structure (SMILES) is COC(C)=O.C=NN. Its relative energy (zero: lowest compared OMol25 entry of this formula, charge and spin) is 4.307 eV.

Element x y z (Å)
C: 0.1250 0.0418 0.9722
C: -0.7482 1.4916 -1.1858
N: 0.4115 1.2268 -0.7155
H: -2.0892 -1.4879 1.3707
H: -1.5520 1.6338 -0.4837
O: -0.6160 0.6304 1.7177
H: 1.2139 0.6868 -2.4934
H: 1.8566 -1.2589 0.7846
H: 1.5362 -0.5838 2.4173
H: -2.5458 -0.9155 -0.2173
H: 2.2773 0.6649 -1.2169
N: 1.4579 1.1231 -1.5992
C: -1.8000 -1.5164 0.3247
C: 1.5134 -0.4009 1.3529
H: -1.8410 -2.5702 0.0020
H: 2.1942 0.4216 1.1416
H: -0.8831 1.8597 -2.1996
O: -0.5109 -1.0468 0.0278

Atom charges from the Mulliken analysis, given in e for atoms 1 to 8: 1.178 -0.458 0.162 0.299 0.314 -0.564 0.257 0.316

=====

C43H60N7O2ReS2 | wB97M-V/def2-TZVPD

The value obtained for the gap between HOMO and LUMO (alpha / beta) is 5.852 / 5.915 eV. As for the net charge: +1. The spin multiplicity is 2. Its relative energy (zero: lowest compared OMol25 entry of this formula, charge and spin) is 0.000 eV.

Element x y z (Å)
H: -1.5481 2.9545 -5.5820
C: 5.2266 0.0626 0.6297
C: 8.4387 -1.5196 -0.6564
C: 4.7918 -0.9313 -1.5583
C: -1.3126 1.6393 -3.8936
H: 0.2733 -3.3376 -1.4084
H: -4.6209 -0.6279 3.7854
H: -0.9589 4.8330 0.4472
C: 0.0066 -3.8649 2.9575
C: -1.7211 4.9535 1.2212
C: -1.0196 0.8359 2.6066
H: 8.5110 -2.5924 -0.4669
H: -2.3597 -3.0643 -1.1617
S: -3.3649 -0.6178 -0.5081
C: 7.0079 -1.0718 -0.5794
O: 2.7695 1.4136 0.2675
C: 1.2154 -1.7865 2.2969
H: -2.8207 -5.1674 -2.3219
H: -2.2688 -6.1060 -0.9316
C: -5.5780 -0.5170 3.2885
H: -2.3167 -5.7377 1.4046
C: 2.5871 -2.4159 2.0324
N: -2.0216 2.3390 -0.3201
C: -1.5473 -3.8943 0.6451
C: 1.1514 -1.2252 3.7220
H: 4.5049 -1.7133 -3.5271
C: -1.2168 1.9326 -5.3921
N: -0.6553 -0.2271 -2.3188
C: -0.4673 2.6832 -3.1455
H: -1.8526 1.2608 -5.9695
H: 3.1397 -1.9911 -2.4353
H: -0.3386 2.3933 -2.1037
H: -1.2369 2.9767 -0.4080
H: 9.0491 -1.0042 0.0828
H: -0.1917 1.8363 -5.7517
H: 8.8536 -1.3280 -1.6457
N: -2.7375 2.7640 0.8416
H: 6.4611 -1.8954 -2.4718
H: 0.6194 -3.8710 3.8497
O: 2.0351 -0.1746 -1.1048
C: 6.5371 -0.3862 0.5305
H: -1.3140 4.5786 2.1597
C: -3.7723 -0.5551 1.1892
C: -2.4695 -3.9660 -0.5615
C: 1.7655 3.3835 0.9315
C: 4.8681 0.7870 1.9041
H: 0.5260 2.7467 -3.5926
H: -0.3038 -0.5566 -5.5771
C: 0.1334 1.5262 2.1186
H: 5.5913 0.5365 2.6791
H: 0.4547 -2.7355 -4.1979
H: -4.5117 4.1681 -0.6877
H: 2.7005 -2.6807 0.9797
H: 0.1282 -0.9555 3.9906
H: 7.2137 -0.1901 1.3542
H: -3.6100 2.2465 0.8733
C: -0.1514 -1.5151 -2.4545
H: -5.9207 0.5139 3.3302
H: -1.3794 0.9421 3.6215
H: 2.7061 -3.3230 2.6273
H: 1.8703 4.3203 2.8210
N: 0.3776 1.3691 0.7855
H: -3.9256 5.7836 -0.2880
C: -3.6241 4.7438 -0.4128
C: -1.6355 -4.9155 1.5829
C: 0.7800 2.4465 2.9052
H: 1.2881 2.2738 -0.8525
C: 2.9435 0.2974 -0.4529
Re: -1.0610 0.1576 -0.2311
S: -5.4061 -1.0149 1.5534
N: -1.7353 0.2287 1.7193
C: -3.0174 4.2155 0.8917
H: -1.9176 6.0207 1.3229
C: -0.7751 0.2661 -3.5704
H: 3.3831 -0.4055 -3.1184
H: 2.2488 4.1765 0.3784
H: -1.1236 -5.1224 -1.8437
H: 3.8724 0.5424 2.2663
H: 1.7759 -0.3335 3.8001
H: -6.3213 -1.1724 3.7345
C: -2.1461 -5.1623 -1.4644
H: 1.0717 -0.9631 1.5974
H: -4.9852 3.9877 1.7840
H: -2.9573 1.2560 -2.5018
H: -2.9107 4.7092 -1.2396
C: -0.8661 -4.9105 2.7303
C: 0.0695 -1.8075 -3.8049
C: -2.7938 1.7045 -3.4806
C: -0.3254 -0.6842 -4.5084
H: 4.8954 1.8657 1.7456
H: -4.5954 -3.9389 -0.9746
H: -3.4021 1.1414 -4.1893
C: 1.5417 3.4571 2.2565
C: -0.6340 -2.8405 0.8790
C: -3.9340 -4.0351 -0.1119
H: -4.1240 5.4513 2.2727
H: -0.9275 3.6725 -3.1991
C: 6.1140 -1.3430 -1.6059
C: 0.1437 -2.8248 2.0459
C: -0.0672 -2.3106 -1.3272
C: -4.0044 4.3940 2.0417
N: -2.9710 -0.1838 2.1256
H: -0.9335 -5.7290 3.4348
H: -4.1635 -3.2310 0.5875
C: 1.4797 2.1072 0.2091
C: 4.3418 -0.1947 -0.4413
H: 1.5105 -1.9510 4.4522
C: 3.9093 -1.2761 -2.7271
N: -0.4544 -1.8463 -0.1502
H: -3.1519 2.7375 -3.4824
H: 0.5788 2.4877 3.9661
H: -4.1516 -4.9833 0.3801
H: -3.6336 3.8826 2.9313
H: -2.5871 2.4500 -1.1611
H: 3.3881 -1.7280 2.3042

Atom charges from the Mulliken analysis, given in e for atoms 1 to 8: 0.437 0.653 -1.515 1.156 3.030 0.838 0.242 0.287

=====

C38H28MoNOP2S | wB97M-V/def2-TZVPD

The value obtained for the gap between HOMO and LUMO (alpha / beta) is 6.906 / 6.557 eV. As for the net charge: +1. The spin multiplicity is 3. Its relative energy (zero: lowest compared OMol25 entry of this formula, charge and spin) is 0.894 eV.

Element x y z (Å)
H: -3.4308 2.4500 2.9035
C: -5.5607 0.8742 -1.1639
H: 0.7274 -2.8527 -5.6733
C: -1.6373 2.5053 1.7586
H: -1.9941 -1.9783 0.4203
C: -2.8226 -1.3777 4.2153
H: 4.8187 -2.9774 -4.7422
H: 2.2838 -3.7086 -0.3028
H: -3.0276 -1.1915 5.2507
C: -0.4239 3.1210 1.4876
H: 2.9836 -3.5481 -6.3244
C: 4.1954 1.0096 -1.5535
C: -3.3876 2.4835 -1.0549
P: -1.9330 0.9292 0.8148
H: -0.6964 5.6662 3.6104
C: 1.8161 -2.9612 0.4033
C: -2.3059 -1.6963 1.4280
H: -6.4381 0.1986 -1.1130
N: -1.0246 -0.4024 -1.7801
C: 3.5908 -1.9785 -3.2922
C: -2.3206 -0.4101 1.9662
H: 3.7350 1.2100 -2.5181
C: -3.4201 1.3361 -0.2390
C: -2.5311 3.0169 2.6853
H: 3.9996 -1.4380 0.8186
H: 1.8494 -4.3458 2.0438
C: 4.3473 -0.6230 0.2728
H: -6.2212 2.0605 -2.8091
H: 0.2714 -0.3559 2.8756
C: 1.0755 -2.3592 2.6192
H: 0.2583 -1.6037 -3.6321
H: -3.3123 -3.4747 4.2193
C: -0.1104 4.3388 2.0907
C: 0.8916 -0.7413 0.8324
O: 1.4978 2.4012 0.1642
C: 0.3290 2.3788 0.4907
C: -4.5857 0.6403 -0.2327
C: -2.0899 4.1638 3.4052
C: -2.6819 -2.7622 2.2589
H: -4.1623 3.6284 -2.6647
C: 1.4966 -2.5855 -5.0131
H: 4.3599 -1.7538 -2.6002
C: -4.3432 2.7903 -2.0000
H: 5.8740 2.3794 -1.7819
C: 5.5528 0.0345 0.6427
C: -0.9314 4.7877 3.0752
C: 5.3928 1.5982 -1.2275
Mo: 0.1860 0.6932 -0.5161
H: 7.0722 1.4808 0.1334
H: 1.0537 -2.5423 3.6478
H: -2.5243 3.1251 -1.0427
H: 6.0910 -0.3556 1.4976
C: 1.6234 -3.3148 1.7132
C: 1.5431 -1.6660 -0.0151
C: -2.5222 -0.2752 3.3771
H: -2.8460 4.7295 4.0231
C: 3.7122 -0.0721 -0.8400
C: -5.4803 1.9592 -2.0593
C: 2.7737 -2.9504 -5.3756
C: 6.0711 1.0865 -0.0848
C: -2.9639 -2.6106 3.5793
H: -2.7437 -3.7888 1.8104
C: 3.8362 -2.6443 -4.4613
H: -4.7152 -0.1957 0.4359
C: 2.2911 -1.6377 -2.9677
P: 2.0955 -0.6686 -1.4344
C: 0.7156 -1.0963 2.2020
H: -2.5921 0.7079 3.8428
S: -2.8741 -1.0907 -3.7709
H: 0.8140 4.7919 1.7594
C: -1.8400 -0.6596 -2.6338
C: 1.2689 -1.8819 -3.8549

Atom charges from the Mulliken analysis, given in e for atoms 1 to 8: 0.692 -0.586 0.499 0.387 0.329 -0.789 0.431 0.382

=====

C5H14 | wB97M-V/def2-TZVPD

The value obtained for the gap between HOMO and LUMO is 11.283 eV. As for the net charge: 0. Its structure (SMILES) is CCC.CC. Its relative energy (zero: lowest compared OMol25 entry of this formula, charge and spin) is 1.724 eV.

Element x y z (Å)
H: -1.7955 0.5904 1.1682
H: 0.4433 0.1880 0.6441
H: 0.3150 0.6316 -2.4335
H: 3.0936 -0.7324 1.5540
H: -1.3767 0.4565 -2.8390
H: 1.7854 -1.2912 2.7186
H: 0.0677 1.0409 -0.2575
C: -0.6332 0.2670 -2.0986
C: -0.9289 1.0488 -0.7685
C: 2.0286 -0.7134 1.8439
H: -2.9251 0.4789 -0.3450
C: 1.2055 -0.7338 0.6929
H: 1.8100 0.3209 2.3541
H: -1.2944 2.0792 -0.8750
C: -1.9705 0.2716 0.1313
H: 0.6266 -1.6772 0.5770
H: 1.8590 -0.5858 -0.2196
H: -0.5789 -0.8371 -1.9297
H: -1.7315 -0.8027 0.0823

Atom charges from the Mulliken analysis, given in e for atoms 1 to 8: 0.322 -0.174 0.333 0.247 0.406 0.324 0.205 -1.141

=====

C26H14Cl5NPdS | wB97M-V/def2-TZVPD

The value obtained for the gap between HOMO and LUMO (alpha / beta) is 6.215 / 5.062 eV. As for the net charge: 0. The spin multiplicity is 5.

Element x y z (Å)
Cl: 3.7044 -0.4544 -6.3896
C: -1.7960 -1.4954 -1.7795
H: 1.1363 2.2221 4.1688
H: -0.8584 -1.0334 -2.0602
H: -3.9168 -1.7082 0.8633
Cl: 3.9954 1.7102 -4.1286
Pd: 2.7441 0.7270 -0.7328
C: 0.7128 0.5132 -0.4552
C: -4.1552 -2.7214 -0.9997
C: 3.1512 -2.5881 -3.0552
C: -3.4512 0.5657 1.8099
H: 2.5056 5.0382 1.2267
H: -1.0448 0.6904 4.8168
C: 2.1837 1.4485 2.4736
C: -2.3301 -1.2092 -0.5067
C: -2.4442 -2.3454 -2.6445
C: -0.3478 0.0945 0.0014
C: 3.5598 -0.8912 -4.7380
H: -4.1490 -3.6125 -2.9507
S: 3.4915 3.1297 -0.7415
C: 3.3176 -1.6136 -2.0885
H: -0.2289 -0.0751 2.6153
H: 2.1179 0.4088 2.7772
H: -4.9145 1.3529 3.1435
C: -3.8888 1.0325 3.0324
C: -2.1225 0.1584 1.6403
C: 2.4214 4.0405 1.6258
Cl: 2.7635 -4.2065 -2.6345
C: -1.6267 -0.3220 0.3662
H: 1.4161 4.5918 3.4373
C: 3.5825 -0.2741 -2.3864
C: 2.8791 2.9595 0.8709
H: -4.1263 0.5411 0.9667
C: -1.2548 0.2466 2.7358
Cl: 3.1026 -1.9310 -0.3981
C: -3.6358 -2.9540 -2.2659
C: 1.8051 3.7821 2.8363
H: -3.3788 1.4266 5.0810
Cl: 2.9910 -3.3768 -5.6244
C: -3.5186 -1.8641 -0.1280
H: -2.0227 -2.5419 -3.6200
C: -3.0278 1.0829 4.1178
C: -1.7096 0.6831 3.9636
C: 1.6588 2.4634 3.2583
H: -5.0569 -3.2300 -0.6881
C: 3.7056 0.0632 -3.7322
N: 2.7991 1.6884 1.3184
C: 3.2613 -2.2127 -4.3987

Atom charges from the Mulliken analysis, given in e for atoms 1 to 8: -0.173 -0.539 0.388 0.330 0.544 -0.211 -0.249 -0.314

=====

C45H100BF4N5 | wB97M-V/def2-TZVPD

The value obtained for the gap between HOMO and LUMO is 11.405 eV. As for the net charge: +4. Its relative energy (zero: lowest compared OMol25 entry of this formula, charge and spin) is 4.030 eV.

Element x y z (Å)
H: 10.1690 -16.2746 19.0124
H: 13.4056 -18.2554 28.1260
C: 7.1795 -12.4306 14.9903
H: 3.2232 -16.5841 18.1051
H: 7.4842 -21.5388 19.8029
C: 0.6932 -12.4663 17.5996
H: 12.3523 -20.2323 26.1973
H: 4.7135 -10.3990 15.9106
H: 1.5203 -13.4073 19.2562
H: 12.1158 -14.3095 17.5991
C: 9.1483 -24.8019 21.6164
H: 6.5467 -13.2915 14.7746
H: 6.7429 -10.5585 17.4646
C: 10.4172 -17.2223 16.5207
H: 10.3957 -18.0997 21.2608
C: 10.1155 -21.4289 17.6024
H: -0.7844 -15.0477 20.5125
C: 0.5103 -13.3672 18.8483
H: 10.9860 -22.9220 19.7398
H: 9.0670 -20.9646 20.3138
H: 0.8528 -16.6837 17.5433
H: 7.9005 -21.5177 17.5944
N: 6.7649 -12.7511 17.5374
H: 9.5966 -19.3763 25.1236
H: 11.8325 -18.9535 28.2576
C: 1.3662 -15.6106 20.8242
N: 11.4918 -16.1321 16.5153
F: 7.3500 -17.8406 17.6940
H: 0.0636 -12.7794 16.7668
F: 7.3864 -17.9878 19.9205
N: 8.9174 -23.0320 19.6856
C: 9.5475 -20.1992 23.0464
H: 5.4164 -11.3387 18.2898
H: 10.9834 -17.9329 26.1337
H: -0.2931 -13.0618 19.5187
C: 2.3326 -16.5060 20.0323
C: 10.6499 -17.4735 23.3438
C: 11.5947 -15.4109 15.1749
H: 9.7314 -23.4386 16.9476
C: 8.8583 -23.2896 21.2660
H: 1.3244 -15.1856 16.8216
H: -1.7226 -14.3931 18.2823
H: 1.7289 -14.5957 20.9873
H: 8.2684 -13.7416 16.3631
H: 7.6098 -23.4787 18.0926
H: 10.0728 -25.2405 21.2407
H: 3.1089 -14.9827 18.5937
B: 7.0782 -17.1913 18.8480
H: 5.0660 -13.9485 18.2034
H: 6.1498 -13.5905 20.2320
C: 2.5142 -15.8957 18.5650
H: 10.5986 -18.0032 15.7821
H: 10.4110 -17.6898 17.5053
C: 12.2411 -16.2650 14.0431
C: -1.1024 -15.1109 17.7454
H: 7.8735 -23.0407 21.6614
H: 12.0355 -14.2148 20.1592
H: 9.9366 -24.5826 23.5876
H: 1.9251 -17.5169 20.0230
H: 4.6443 -12.0604 16.0099
H: 12.1360 -19.4220 22.2813
H: 7.9460 -12.4403 14.2154
H: 1.6491 -12.8380 17.2304
H: 14.4973 -16.3580 14.3961
H: 6.4831 -11.8366 20.2433
H: 8.5865 -11.9762 16.5771
F: 7.9809 -16.1323 18.8883
C: 9.7413 -17.8524 22.0967
C: 11.0404 -15.6202 19.0333
C: 1.2178 -15.6853 17.7844
H: 11.4519 -16.7591 23.1579
C: 12.5082 -19.1508 23.2693
N: 0.1887 -14.9028 18.5994
C: 5.8289 -13.9648 17.4251
H: 8.3327 -14.0729 21.2607
H: 12.8271 -18.6234 15.3883
C: 10.2646 -19.7536 24.3492
H: 6.2434 -14.9598 17.5872
H: 1.2752 -16.1195 21.7838
C: 10.2843 -23.4160 19.0677
F: 5.8535 -16.6293 19.0415
H: -1.4116 -16.1561 17.7527
C: 10.3926 -22.8869 17.6159
C: 9.0914 -25.0916 23.1244
H: 13.5239 -16.2166 17.2602
H: 10.3015 -24.5035 19.1393
C: 12.7214 -19.2099 26.2779
C: 0.5416 -10.9834 17.8544
H: 9.1639 -26.1602 23.3265
C: 5.3804 -11.2565 16.0004
H: 11.5330 -16.9183 13.5332
H: 5.3225 -13.9661 16.4599
H: 8.0152 -24.9446 19.0294
H: 10.2280 -20.9920 16.6102
H: 13.3344 -18.4402 23.2443
H: 13.8405 -17.7066 13.6276
H: 12.3795 -15.5024 13.2766
N: 11.3273 -18.6485 24.1239
H: 8.3682 -19.3574 21.4325
H: 6.9408 -10.2438 15.0303
H: 5.9044 -11.0055 13.9030
H: 0.3414 -10.5472 16.8758
C: 0.0183 -15.5965 20.0200
H: 10.2501 -20.7617 22.4314
C: 6.0408 -11.3895 17.3978
H: 8.3674 -25.4356 21.1961
H: 9.2667 -16.8963 21.8762
C: 11.0184 -14.5870 20.0365
H: 7.9140 -18.6801 22.8749
H: 10.4152 -14.4521 17.3681
H: 12.4250 -17.1824 25.3228
C: 6.3653 -11.1570 14.8790
H: 10.5794 -15.0838 14.9508
H: 11.8761 -16.2363 19.3653
H: 11.3933 -23.0743 17.2266
C: 7.8921 -13.0854 21.3978
H: 8.1953 -13.7363 18.6973
H: 7.4004 -13.1371 22.3692
H: -0.8669 -14.7590 16.7410
H: -0.3448 -16.5704 19.6918
H: 9.6586 -22.6840 21.6912
H: 8.6901 -20.8603 23.1721
C: 6.9300 -12.8299 20.2017
H: 12.2146 -14.5213 15.2871
H: 9.4297 -16.7770 16.4001
C: 12.8189 -19.1236 27.8260
C: 7.8316 -12.7440 16.4078
H: 13.3630 -19.9671 28.2508
H: 10.8665 -20.8873 18.1775
H: 1.4728 -10.6666 18.3241
H: 3.2857 -16.5921 20.5541
C: 12.8257 -16.9120 16.7946
H: 10.1196 -16.9982 24.1690
C: 11.3031 -15.0358 17.6113
C: 8.7290 -21.0763 18.1485
H: 8.1499 -24.7760 23.5739
C: 13.3740 -17.7032 15.5940
C: 7.7574 -23.8874 19.0923
C: 7.6914 -12.7765 18.8108
C: 11.8616 -18.0967 25.5092
H: -0.2989 -10.7652 18.5132
H: 14.3442 -18.0558 15.9440
H: 8.5968 -20.0026 18.0153
H: 8.6741 -12.3420 21.5525
H: 12.8916 -20.0593 23.7337
C: 13.5858 -16.9554 14.3751
C: 8.8193 -18.9966 22.3568
H: 8.3980 -11.9576 18.6758
H: 10.6813 -14.9754 20.9976
H: 10.3018 -13.8122 19.7639
H: 12.6390 -17.5967 17.6219
H: 13.7542 -19.1425 25.9363
H: 10.7379 -20.5887 24.8657
H: 6.8164 -23.7623 19.6279
C: 8.5447 -21.5420 19.5510

Atom charges from the Mulliken analysis, given in e for atoms 1 to 8: -0.605 0.373 -0.895 0.544 0.636 -0.484 0.218 0.406